DFT (the ωB97M-V functional and the def2-TZVPD basis) results for 2 unconnected molecules or ions with the total composition C5H10NO.

XYZ file:
```
17
Properties=species:S:1:pos:R:3:forces:R:3
O -1.57923 -0.38714 -0.72724 0.381 -0.345 0.473
C -2.29478 -1.09203 -1.42326 -0.140 0.920 -0.420
C -1.93587 -2.44830 -1.69570 -0.557 -0.686 0.485
C -0.46658 1.85692 0.91505 0.094 -0.114 -0.524
C 0.43792 0.87217 1.02719 -0.093 -0.039 -0.540
C 1.91983 1.05971 1.08984 -0.354 0.255 0.302
N 2.63225 0.11160 0.30987 0.143 -0.140 -0.144
H -3.25460 -0.70087 -1.77509 -0.096 -0.241 -0.081
H -2.75203 -3.10182 -2.00703 0.287 -0.044 -0.213
H -1.00926 -2.91389 -1.36828 0.097 0.345 -0.174
H -1.51612 1.60888 0.87687 -0.068 0.124 0.104
H -0.18481 2.89131 0.74844 0.017 -0.025 0.334
H 0.09413 -0.15381 0.92804 0.050 0.015 0.402
H 2.23034 1.01348 2.13769 0.192 -0.093 -0.028
H 3.32355 -0.48179 0.73134 -0.038 -0.008 0.036
H 2.22076 -0.22570 -0.54252 0.040 0.027 0.006
H 2.13450 2.09126 0.77477 0.044 0.048 -0.016
```
Forces are in eV/Å.

Calculated values
- net charge = +1
- HOMO-LUMO gap (hartree) = 0.1135
- relative energy (zero: lowest compared OMol25 entry of this formula, charge and spin) (kcal per mole) = 159.0
- lowest unoccupied orbital energy (hartree) = -0.3333